An isolated molecule of C5H6O. Source: the Open Molecules 2025 dataset; level of theory: ωB97M-V/def2-TZVPD.

```
12
Properties=species:S:1:pos:R:3
O -1.848 -1.383 0.528
C -0.943 -0.694 0.134
C 0.486 -1.161 -0.161
C 1.270 0.097 0.104
C 0.482 1.173 0.150
C -0.962 0.825 -0.098
H 0.525 -1.488 -1.212
H 0.779 -2.016 0.456
H 2.337 0.096 0.304
H 0.806 2.179 0.398
H -1.673 1.360 0.539
H -1.259 1.012 -1.142
```

The energy relative to the best compared isomer or geometry (same formula, charge and spin) comes out at 0.2655 eV. For the HOMO energy, the calculation gives -9.62 eV. As for the gap between HOMO and LUMO: 10.6 eV. The structure (SMILES) is O=C1CC=CC1. As for the total energy: -269.336483 Eh.



C5H6O as an isolated structure. Source: the Open Molecules 2025 dataset; level of theory: ωB97M-V/def2-TZVPD.

```
12
Properties=species:S:1:pos:R:3
C -0.674 -0.945 0.114
C -0.791 0.591 0.107
C 0.587 0.941 0.666
O 1.471 -0.190 0.795
C 0.782 -0.821 -0.329
C 0.790 0.645 -0.776
H -1.272 -1.388 -0.693
H -0.865 -1.490 1.048
H -0.439 1.550 -1.050
H 0.839 1.861 1.193
H 1.346 -1.635 -0.791
H -1.774 0.879 -0.285
```

The energy relative to the best compared isomer or geometry (same formula, charge and spin) comes out at 8.0005 eV. For the HOMO energy, the calculation gives -8.50 eV. As for the gap between HOMO and LUMO: 9.4 eV. As for the total energy: -269.052227 Eh.



An isolated molecule of C5H6O. Source: the Open Molecules 2025 dataset; level of theory: ωB97M-V/def2-TZVPD.

```
12
Properties=species:S:1:pos:R:3
C -1.181 0.040 0.858
C -0.594 -0.739 -0.295
O -0.543 0.097 -1.465
C 0.357 0.992 -1.015
C 1.270 0.475 -0.115
C 0.758 -0.777 0.271
H -2.181 -0.253 1.161
H -0.608 0.525 1.634
H -1.102 -1.681 -0.510
H 0.383 1.936 -1.542
H 2.192 0.951 0.194
H 1.250 -1.568 0.824
```

The energy relative to the best compared isomer or geometry (same formula, charge and spin) comes out at 3.9461 eV. For the HOMO energy (spin up / spin down), the calculation gives -8.04 / -7.29 eV. As for the gap between HOMO and LUMO (spin up / spin down): 8.2 / 7.5 eV. As for the total energy: -269.201223 Eh.